DFT (ωB97M-V with the def2-TZVPD basis set) results for a cluster of 19 separate species, C3H42O18 in total.

HOMO level: -0.360 hartree
Largest force on an atom: 0.0540 Eh/bohr
Calculated total energy: -1493.8865 a.u.
LUMO level: 0.1 eV
2S+1: 1
Molar mass: 366.35 g mol⁻¹

Cartesian coordinates (Å):
C -0.2940 -0.0159 0.0408
C 0.0402 0.7111 -1.2128
C 0.4044 0.1167 -2.3538
H -1.2623 0.3241 0.4384
H -0.3228 -1.1200 -0.1267
H 0.4373 0.2178 0.7839
H -0.0658 1.8273 -1.1667
H 0.6396 0.6569 -3.2416
H 0.5152 -0.9387 -2.4334
H 1.3347 1.1773 2.8545
H 0.7743 2.2617 3.8414
O 0.5276 1.4709 3.3813
H -1.2561 -0.7667 2.6795
H -0.9717 0.5980 3.2250
O -1.7061 0.0168 2.9981
H 0.7297 2.5513 1.2792
H -0.3989 3.2468 0.3765
O 0.5878 3.2614 0.6085
H 0.5311 -2.7894 -4.6956
H -0.1806 -2.9647 -3.2507
O 0.6995 -2.9076 -3.7700
H 2.7013 0.5639 0.9265
H 3.2130 1.7010 1.7363
O 2.6050 0.9261 1.7887
H -2.1754 2.5187 -0.8307
H -2.4561 3.9686 -0.1617
O -2.0118 3.0677 -0.0216
H -1.7819 -2.4656 1.1326
H -3.2021 -3.1147 1.0075
O -2.5343 -2.6271 0.5298
H -0.4834 -3.2560 -1.1315
H -0.0365 -3.3923 0.3317
O 0.1920 -3.6279 -0.5627
H -0.4701 -2.7989 2.9842
H 0.4517 -2.0027 2.1011
O -0.4743 -2.2369 2.2249
H -3.1960 -1.1736 -0.1861
H -3.7020 0.2257 0.1796
O -3.5163 -0.3773 -0.5853
H 2.1240 -2.6185 -2.6268
H 1.6923 -2.9939 -1.2226
O 2.3602 -2.5352 -1.6812
H -1.8197 1.2443 -2.6706
H -2.9419 0.8058 -1.6729
O -2.5875 1.5718 -2.1660
H 2.5071 3.3129 -1.9022
H 1.6913 2.9060 -0.6573
O 2.4945 2.7277 -1.1861
H 2.4073 -0.7926 2.2053
H 2.4182 -1.7968 0.9833
O 2.0932 -1.7051 1.9308
H 2.7125 -0.9874 -1.0493
H 2.7820 0.5557 -1.2419
O 2.9820 -0.1715 -0.6224
H -1.8176 -1.5087 -2.0159
H -2.3263 -2.7481 -1.3363
O -1.7432 -2.4764 -2.0351
H 3.5241 3.0218 0.2013
H 3.0311 3.8482 1.3347
O 3.7306 3.2723 1.1332
H -2.8999 1.9950 1.0417
H -2.8526 0.8882 2.0994
O -3.4473 1.3505 1.4374